1.
The following is a DFT calculation (ωB97M-V/def2-TZVPD) of the molecule C5H10ClNS.

Computed properties:
Strongest force on any atom   2.061 eV/Å
HOMO level   -8.88 eV
HOMO-LUMO gap   9.71 eV
LUMO energy   0.8 eV
SMILES string   CN[C@@H]1C[C@@H](Cl)[C@H]1S
E_tot   -1109.60412 Ha

Geometry as XYZ:
```
18
Properties=species:S:1:pos:R:3:forces:R:3:nbo_charge:R:1
C 1.9267 -0.8323 2.2807 0.3331 0.1426 1.0778 -0.410
C 1.0473 -0.2908 0.1214 0.2955 1.4808 -1.3902 -0.054
C 1.2692 0.5911 -1.1523 -0.2089 -0.9930 -0.8206 -0.420
C -0.2317 0.9778 -1.1791 0.1278 -1.4205 0.9366 -0.164
C -0.2432 0.6195 0.3278 1.5443 -0.2618 1.3392 -0.369
H 2.7001 -0.5717 3.0654 -0.8276 -0.2256 -0.9373 0.201
H 0.9310 -0.5351 2.6616 0.6031 -0.1048 -0.0812 0.188
H 1.9143 -1.9138 2.1448 -0.0687 -0.3103 0.2551 0.170
H 3.0666 -0.5008 0.6130 -1.2295 0.4015 0.1832 0.365
H 0.7471 -1.3315 -0.1245 0.0979 0.4460 0.1059 0.187
H 1.6926 0.0674 -2.0237 -0.2686 0.3366 0.1301 0.222
H 1.8692 1.4881 -0.9366 -0.1973 -0.3835 0.1222 0.228
H -0.4771 1.9761 -1.4491 -0.3890 0.6157 -0.2963 0.220
H 0.1071 1.4934 0.9302 -0.4140 -0.4815 -0.5603 0.241
H -1.1808 0.0081 2.3945 -0.0190 0.0931 -0.0896 0.117
N 2.1707 -0.1581 1.0233 0.3927 -0.0312 0.1757 -0.640
S -1.6431 -0.1702 1.1483 -0.4634 0.1588 -0.2256 -0.005
Cl -1.3462 -0.1613 -2.0708 0.6917 0.5372 0.0753 -0.078
```
Positions in Å, forces in eV/Å.

2.
The following is a DFT calculation (ωB97M-V/def2-TZVPD) of the molecule C5H10F2N2.

Computed properties:
Strongest force on any atom   6.643 eV/Å
HOMO level   -9.08 eV
HOMO-LUMO gap   9.87 eV
LUMO energy   0.8 eV
SMILES string   NC/C=C/[C@H](N)C(F)F
E_tot   -505.63833 Ha

Geometry as XYZ:
```
19
Properties=species:S:1:pos:R:3:forces:R:3:nbo_charge:R:1
C 2.2964 -0.4626 -0.4958 -2.5935 -2.1510 5.7255 -0.239
C 0.7950 -0.3452 -0.1359 2.9125 -3.6611 2.8857 -0.151
C -0.0257 0.3538 -0.8310 -3.9340 -1.0390 1.3041 -0.219
C -1.5421 0.4295 -0.5737 1.5669 3.8576 1.3227 -0.165
C -2.1563 -0.6946 0.0974 -0.8765 -3.4324 0.6426 0.562
H 3.1264 0.7660 1.1925 -0.4217 -1.7437 -2.4316 0.358
H 3.0178 -0.8070 1.4713 0.2671 0.7744 -2.3083 0.346
H 2.6151 -1.4693 -0.6435 -0.3748 -0.7587 -1.3498 0.207
H 2.4820 0.2190 -1.1519 1.4253 3.5216 -4.8906 0.182
H 0.5846 -1.0169 0.7740 -0.2487 1.2257 -1.4906 0.202
H 0.4456 0.8201 -1.5843 0.6867 2.1485 -3.0287 0.205
H -2.1938 0.6351 -1.3737 -0.0670 -0.0124 -1.8778 0.218
H -1.1887 1.5588 1.1993 -2.4964 0.6929 -2.3727 0.385
H -2.9258 1.8866 0.2729 4.4608 -0.5147 0.8726 0.362
H -3.3036 -0.6951 0.1618 1.6841 0.0697 -0.2882 0.152
N 3.1744 -0.1659 0.6087 1.0069 1.0990 5.5438 -0.841
N -1.7478 1.7364 0.2432 -1.8720 -1.4285 1.0141 -0.838
F -1.7597 -1.8882 -0.6068 -0.9167 1.3654 0.9192 -0.375
F -1.6938 -0.8605 1.3756 -0.2091 -0.0137 -0.1920 -0.350
```
Positions in Å, forces in eV/Å.

3.
The following is a DFT calculation (ωB97M-V/def2-TZVPD) of a cluster of 2 separate species, C5H10F3N3 in total.

Computed properties:
Strongest force on any atom   2.870 eV/Å
HOMO level   -8.40 eV
HOMO-LUMO gap   9.33 eV
LUMO energy   0.9 eV
SMILES string   N/C=C/C(F)(F)F.[H]/N=C\NC
E_tot   -660.34751 Ha

Geometry as XYZ:
```
21
Properties=species:S:1:pos:R:3:forces:R:3:nbo_charge:R:1
C -1.2187 1.9251 -0.5990 -1.3043 -1.4290 1.4446 0.100
C 2.0576 -2.6868 -0.4641 -0.1491 -0.1150 -1.1536 -0.414
C -1.9383 1.2383 0.3554 0.2165 1.4635 -1.0214 -0.461
C 1.2993 -0.5669 0.4961 -0.7343 -0.3888 -0.5421 0.291
C -2.2226 -0.2105 0.1959 -1.8516 0.3849 1.7129 0.958
N -0.9557 3.2331 -0.6346 -0.0871 1.3825 0.6712 -0.779
N 1.3363 0.4920 1.1748 -2.3456 0.5484 -1.1551 -0.716
N 2.2646 -1.5423 0.4015 1.4162 -0.5897 0.4959 -0.646
F -1.8045 -0.8115 -0.9004 0.5184 -0.0224 -0.9815 -0.322
F -3.5915 -0.3609 0.2462 -0.0754 -0.0061 -0.5206 -0.357
F -1.8453 -1.0135 1.2279 0.7212 0.2948 0.0527 -0.342
H -0.8439 1.4030 -1.4416 0.4263 -0.6572 -0.5828 0.198
H 1.0503 -3.1206 -0.3756 0.1959 0.4272 0.1543 0.209
H 2.1847 -2.3399 -1.5085 -0.0848 -0.5808 0.1789 0.179
H 2.7372 -3.5403 -0.2987 -0.0047 0.7063 0.2439 0.210
H -2.6097 1.7737 1.0914 1.2404 -0.8150 -0.7192 0.230
H 0.3297 -0.7378 -0.0853 1.6351 -0.3056 0.6919 0.167
H -0.5370 3.7722 -1.3557 0.3446 -0.6107 -0.8447 0.396
H -1.1227 3.8232 0.1459 -0.4020 -0.0102 0.7695 0.385
H 2.1565 0.6439 1.6539 2.4767 0.2363 1.4307 0.322
H 3.2735 -1.3736 0.6745 -2.1525 0.0864 -0.3255 0.394
```
Positions in Å, forces in eV/Å.

4.
The following is a DFT calculation (ωB97M-V/def2-TZVPD) of a cluster of 2 separate species, C5H10FN2 in total.

Computed properties:
Strongest force on any atom   7.071 eV/Å
HOMO level   -14.49 eV
HOMO-LUMO gap   11.62 eV
LUMO energy   -2.9 eV
Charge   +1
E_tot   -405.55666 Ha

Geometry as XYZ:
```
18
Properties=species:S:1:pos:R:3:forces:R:3:nbo_charge:R:1
C -3.6366 0.8005 0.4266 -0.7183 0.3771 0.6000 0.205
C -0.4373 -1.6866 -0.5318 1.7803 -0.2406 2.3943 -0.364
C 0.0797 -0.5338 -0.1688 0.7493 0.7801 0.0616 0.148
C 1.2136 -0.4011 0.9794 -2.3548 5.6052 -3.6110 -0.441
C 2.5362 0.1996 0.2486 -1.5814 -0.9237 3.6020 0.058
N -2.8299 0.6140 -0.3435 0.2568 -0.3973 -0.8748 -0.437
N -0.3574 0.7441 -0.9271 1.3825 1.4392 3.7229 -0.729
F 2.3729 1.4665 -0.1972 -0.9947 1.2484 -0.8398 -0.362
H -4.3739 1.0604 1.1276 -0.6564 0.0177 0.5659 0.255
H -0.9509 -2.0265 -1.3544 -1.5647 0.0254 -1.7624 0.233
H -0.1533 -2.4747 0.1670 0.0032 -0.1205 -0.3971 0.229
H 0.7558 0.2727 1.7535 0.9526 -0.4515 -0.4505 0.225
H 1.3469 -1.3232 1.3554 0.7217 -3.1996 1.2246 0.236
H 3.2830 0.3292 1.0472 0.2662 -0.9636 -0.6840 0.201
H 2.6652 -0.4618 -0.5653 1.0922 -0.5955 -0.8101 0.180
H -1.0992 1.2312 -0.3581 0.0092 -1.3611 -0.7011 0.464
H -0.7299 0.6703 -1.8439 -0.2148 -0.4549 -1.0945 0.448
H 0.3151 1.5191 -0.8152 0.8712 -0.7847 -0.9461 0.451
```
Positions in Å, forces in eV/Å.

5.
The following is a DFT calculation (ωB97M-V/def2-TZVPD) of a cluster of 2 separate species, C5H10FNO in total.

Computed properties:
Strongest force on any atom   5.308 eV/Å
HOMO level   -9.08 eV
HOMO-LUMO gap   9.82 eV
LUMO energy   0.7 eV
SMILES string   C=C(C)F.CNC=O
E_tot   -426.30185 Ha

Geometry as XYZ:
```
18
Properties=species:S:1:pos:R:3:forces:R:3:nbo_charge:R:1
C -1.5259 1.2797 0.6712 -1.9717 -2.0269 1.7069 0.543
C 1.2757 -0.7277 -0.6342 1.9647 -4.7602 1.2881 -0.552
C -0.3689 -1.9832 -2.0480 -0.9668 0.9031 -1.1563 -0.715
C 0.5869 1.8959 1.6802 1.0689 -0.1160 -1.8546 -0.442
C 0.7898 -1.8893 -1.0966 0.4732 0.0725 -1.5235 0.447
N -0.8172 1.5361 1.8413 -0.5628 0.8351 -0.2533 -0.630
O -1.0328 0.9364 -0.3847 -0.5659 1.3222 0.4966 -0.617
F 1.4605 -3.0865 -1.0031 -0.1177 0.8211 0.0586 -0.356
H 2.1044 -0.8946 0.0773 -0.1922 0.7340 -0.5367 0.202
H -2.7006 1.1025 0.8636 2.2538 0.8521 -0.2680 0.116
H 0.5010 -0.1055 -0.4585 -1.4444 2.8344 0.0616 0.240
H -0.0065 -1.7537 -3.1438 -0.5787 -0.4952 2.0908 0.233
H -1.1035 -1.1078 -1.7676 1.1553 -1.9914 -0.6444 0.255
H -0.8291 -3.0219 -2.0734 0.3330 1.4693 0.2437 0.229
H 1.0058 2.6306 2.3526 -0.7152 0.4641 0.4250 0.210
H 1.2973 1.0459 1.8030 -0.7867 0.2308 -0.4096 0.206
H 0.6751 2.3189 0.6126 0.2366 -0.7745 1.6266 0.224
H -1.3119 1.8242 2.7081 0.4167 -0.3745 -1.3515 0.407
```
Positions in Å, forces in eV/Å.

6.
The following is a DFT calculation (ωB97M-V/def2-TZVPD) of the molecule C5H10FNS.

Computed properties:
Strongest force on any atom   1.583 eV/Å
HOMO level   -9.00 eV
HOMO-LUMO gap   9.87 eV
LUMO energy   0.9 eV
SMILES string   C[C@]1(S)[C@H](F)C[C@@H]1N
E_tot   -749.30012 Ha

Geometry as XYZ:
```
18
Properties=species:S:1:pos:R:3:forces:R:3:nbo_charge:R:1
C -0.3597 -0.8366 1.4005 -0.0867 -0.5955 -0.3494 -0.631
C 0.5142 -0.5335 0.1831 0.0541 -0.3604 0.3507 -0.169
C -0.2365 0.1725 -0.9665 -0.3602 -0.3244 -0.7019 -0.057
C 0.2051 1.5352 -0.3892 -0.0611 0.3454 0.3335 -0.464
C 1.3075 0.7822 0.3569 0.6932 -0.2904 -0.4851 0.204
H -1.0868 -1.6470 1.1665 0.5067 0.5714 0.1496 0.226
H -0.8941 0.0556 1.6891 -0.3641 0.2904 0.1845 0.206
H 0.2536 -1.1365 2.2537 -0.0509 -0.0169 -0.1974 0.236
H 0.5094 -2.7535 -0.6798 0.0885 0.1433 0.0763 0.132
H 0.2919 -0.0437 -1.9116 -0.2087 0.1696 0.3816 0.209
H -2.0309 0.2451 -2.0180 0.6559 -0.6796 1.2700 0.368
H -2.2046 0.1308 -0.3745 0.1684 -0.1110 -0.1863 0.356
H 0.5239 2.3318 -1.0570 -0.0442 -0.0467 -0.1432 0.219
H -0.5318 1.9516 0.3153 0.1880 -0.2418 -0.1457 0.216
H 2.2784 0.7572 -0.1980 -0.7083 0.0857 0.4469 0.175
N -1.6342 -0.2045 -1.1514 -0.4056 0.9458 -0.9703 -0.832
F 1.5619 1.1699 1.6539 0.0229 0.0478 0.0322 -0.356
S 1.5328 -1.9767 -0.2730 -0.0880 0.0674 -0.0460 -0.038
```
Positions in Å, forces in eV/Å.

7.
The following is a DFT calculation (ωB97M-V/def2-TZVPD) of the molecule C5H10FP.

Computed properties:
Strongest force on any atom   4.905 eV/Å
HOMO level   -9.01 eV
HOMO-LUMO gap   9.40 eV
LUMO energy   0.4 eV
SMILES string   C/C=C/[C@H](C)PF
E_tot   -637.65035 Ha

Geometry as XYZ:
```
17
Properties=species:S:1:pos:R:3:forces:R:3:nbo_charge:R:1
C 0.2645 0.9600 -1.1349 0.4424 1.7578 -1.7841 -0.153
C 0.0051 0.5616 0.0733 0.2366 0.4666 4.8774 -0.260
C 1.1833 2.0885 -1.6185 -1.4924 -0.3608 0.4771 -0.643
C -1.1070 -0.6911 2.1044 1.5536 -1.3949 -1.2485 -0.627
C -0.8481 -0.5258 0.5813 0.4323 -2.1611 -0.1666 -0.371
F 0.7958 -3.6419 0.1476 -0.6331 2.2053 0.2279 -0.616
P 0.6503 -1.9084 -0.1731 0.3718 -1.0893 1.5807 0.809
H -0.2254 0.5156 -1.9556 -0.8261 -0.8436 -0.7952 0.193
H 0.5244 0.9817 1.0310 -0.3592 -0.1207 -2.1056 0.204
H 0.6565 2.7312 -2.3964 0.8265 -1.1456 0.6649 0.222
H 1.3593 2.7647 -0.7711 0.7228 -0.3411 -0.3003 0.218
H 2.0222 1.4884 -1.9990 0.3081 1.1535 -0.1099 0.235
H -1.5781 -1.7127 2.2038 0.3399 1.2533 0.2682 0.226
H -0.0885 -0.7424 2.5676 -1.0466 0.2345 0.2034 0.209
H -1.7357 0.0974 2.5015 -0.0044 0.0670 0.1768 0.218
H -1.7985 -0.6754 0.0959 -0.0524 -0.1233 -0.7704 0.217
H -0.0804 -2.2914 -1.2579 -0.8199 0.4425 -1.1958 -0.082
```
Positions in Å, forces in eV/Å.

Look up the HOMO level of the seventh one.
-9.01 eV

Look up the strongest force on any atom of the fifth one.
5.308 eV/Å

Which formula does entry 3 have?
C5H10F3N3

Repeat the fifth record exactly.
The following is a DFT calculation (ωB97M-V/def2-TZVPD) of a cluster of 2 separate species, C5H10FNO in total.

Computed properties:
Strongest force on any atom   5.308 eV/Å
HOMO level   -9.08 eV
HOMO-LUMO gap   9.82 eV
LUMO energy   0.7 eV
SMILES string   C=C(C)F.CNC=O
E_tot   -426.30185 Ha

Geometry as XYZ:
```
18
Properties=species:S:1:pos:R:3:forces:R:3:nbo_charge:R:1
C -1.5259 1.2797 0.6712 -1.9717 -2.0269 1.7069 0.543
C 1.2757 -0.7277 -0.6342 1.9647 -4.7602 1.2881 -0.552
C -0.3689 -1.9832 -2.0480 -0.9668 0.9031 -1.1563 -0.715
C 0.5869 1.8959 1.6802 1.0689 -0.1160 -1.8546 -0.442
C 0.7898 -1.8893 -1.0966 0.4732 0.0725 -1.5235 0.447
N -0.8172 1.5361 1.8413 -0.5628 0.8351 -0.2533 -0.630
O -1.0328 0.9364 -0.3847 -0.5659 1.3222 0.4966 -0.617
F 1.4605 -3.0865 -1.0031 -0.1177 0.8211 0.0586 -0.356
H 2.1044 -0.8946 0.0773 -0.1922 0.7340 -0.5367 0.202
H -2.7006 1.1025 0.8636 2.2538 0.8521 -0.2680 0.116
H 0.5010 -0.1055 -0.4585 -1.4444 2.8344 0.0616 0.240
H -0.0065 -1.7537 -3.1438 -0.5787 -0.4952 2.0908 0.233
H -1.1035 -1.1078 -1.7676 1.1553 -1.9914 -0.6444 0.255
H -0.8291 -3.0219 -2.0734 0.3330 1.4693 0.2437 0.229
H 1.0058 2.6306 2.3526 -0.7152 0.4641 0.4250 0.210
H 1.2973 1.0459 1.8030 -0.7867 0.2308 -0.4096 0.206
H 0.6751 2.3189 0.6126 0.2366 -0.7745 1.6266 0.224
H -1.3119 1.8242 2.7081 0.4167 -0.3745 -1.3515 0.407
```
Positions in Å, forces in eV/Å.